No. 1
The following is a DFT calculation (ωB97M-V with the def2-TZVPD basis set) of an isolated molecule of C5H6F2 at a distorted geometry.

Structure (XYZ):
```
13
Properties=species:S:1:pos:R:3:forces:R:3
C 2.3106 -0.0282 -0.0142 1.99 -0.32 0.00
H 0.8368 1.1409 -0.9854 -0.15 -1.02 1.48
H 4.5206 -0.5770 0.1000 -0.22 -0.06 -0.22
C -1.7214 -0.4572 0.0924 2.24 1.25 -2.59
H -2.4080 -1.2531 0.0907 -0.67 -1.23 -0.17
C 0.9664 0.4828 -0.0518 -2.70 -2.09 -1.94
F 0.0770 -1.4895 1.1459 0.64 -1.27 1.41
F -0.0378 -1.8172 -1.0054 -0.15 0.70 0.54
H 0.6471 0.9641 0.8542 0.16 0.52 0.30
C -0.2472 -0.9200 0.0098 0.85 3.02 -0.84
H -1.8141 0.1647 -0.8366 -0.53 -0.50 0.79
H -1.9127 0.1571 0.9349 0.17 0.59 0.85
C 3.4874 -0.3382 -0.0358 -1.63 0.41 0.39
```
Positions in Å, forces in eV/Å.

Output
ΔE to the lowest compared entry with this formula, charge and spin in kJ/mol: 126.94
Kohn-Sham gap in hartree: 0.3886
DFT total energy in hartree: -393.75342
Structure (SMILES): C#CCC(C)(F)F

No. 2
The following is a DFT calculation (ωB97M-V with the def2-TZVPD basis set) of an isolated molecule of C5H6F2 at a distorted geometry.

Structure (XYZ):
```
13
Properties=species:S:1:pos:R:3:forces:R:3
C 0.8950 0.9860 -0.1261 2.06 -1.37 0.16
H -1.1799 1.5559 -0.1659 -0.16 0.61 0.25
H -2.1351 -0.4103 -1.0946 -0.33 0.16 -0.41
C -0.5394 0.7129 -0.0307 -0.92 -0.15 -0.65
C 1.7825 -0.0427 -0.0918 1.07 1.44 0.69
H -0.4814 -1.2549 -1.1415 -0.82 0.80 0.31
F 1.5947 -1.3701 -0.0894 -0.42 0.92 -0.12
H -0.2136 -1.0648 1.1156 -0.99 0.57 0.63
C -1.0557 -0.4035 0.8298 0.98 -1.11 -0.10
C -1.1595 -0.5049 -0.6718 0.70 -0.98 0.07
H -1.9268 -0.3599 1.4883 0.39 0.21 -0.34
F 3.1199 0.1273 0.1256 -1.22 0.19 -0.62
H 1.2993 2.0290 -0.1474 -0.34 -1.28 0.14
```
Positions in Å, forces in eV/Å.

Output
ΔE to the lowest compared entry with this formula, charge and spin in kJ/mol: 66.79
Kohn-Sham gap in hartree: 0.3745
DFT total energy in hartree: -393.77633
Structure (SMILES): FC(F)=CC1CC1

No. 3
The following is a DFT calculation (ωB97M-V with the def2-TZVPD basis set) of a cluster of 2 separate species, C5H6F2N3 in total at a distorted geometry.

Structure (XYZ):
```
16
Properties=species:S:1:pos:R:3:forces:R:3
C -2.3111 0.1436 0.6450 -3.29 -0.67 2.50
N -0.2974 -2.3146 -0.0981 0.09 -0.15 2.39
H 1.5020 -0.2151 1.3423 0.18 0.57 -0.46
C -1.2762 0.5195 -0.1563 4.30 -2.93 -3.07
H 2.5869 1.4647 -0.2204 -1.06 -1.13 -0.06
N -0.1742 -1.9046 -1.2058 1.20 0.96 -2.01
H -3.8558 -0.1081 2.1964 -2.46 -0.48 2.39
N 1.8543 0.7933 -0.6031 1.14 1.40 2.17
H 1.0199 1.3469 -0.7442 -0.57 0.30 0.11
C 1.5313 -0.4348 0.2667 0.76 -0.16 -0.32
H 2.3149 -1.1576 0.0907 0.43 -0.18 0.02
C -3.1828 -0.0257 1.4676 3.55 0.55 -3.34
F -0.6530 1.6261 0.1894 0.71 1.54 0.82
C 0.2462 -0.9457 -0.1661 -5.15 1.69 -0.57
F -1.5034 0.6335 -1.5017 -0.23 -0.35 0.93
H 2.1983 0.5785 -1.5024 0.42 -0.94 -1.49
```
Positions in Å, forces in eV/Å.

Output
ΔE to the lowest compared entry with this formula, charge and spin in kJ/mol: 494.77
Charge: +1
Kohn-Sham gap in hartree: 0.3562
DFT total energy in hartree: -557.63589

No. 4
The following is a DFT calculation (ωB97M-V with the def2-TZVPD basis set) of the ion C5H6F3O5P with charge -2 at a distorted geometry.

Structure (XYZ):
```
20
Properties=species:S:1:pos:R:3:forces:R:3
P 0.7322 1.5481 -0.1159 0.02 -0.46 -1.41
H -3.1135 -0.4742 0.0785 2.07 1.87 -0.57
H 0.5497 0.3899 2.0427 -0.77 -0.41 0.42
C -0.2844 -0.9575 -0.5582 -1.66 -0.77 0.46
H 0.3283 -1.5730 -1.1975 -0.30 0.37 -1.42
C -1.2993 0.1315 -1.1330 2.22 -2.21 -1.55
F 2.2092 -2.1699 0.6700 -0.24 -0.58 -0.24
F 2.9728 -0.2408 1.0713 0.43 0.49 0.63
O 0.2876 -0.4911 1.6773 0.30 1.41 1.82
O -0.4018 1.4722 -1.2386 -0.05 -0.36 0.33
F 2.6252 -0.7915 -0.9755 -0.01 -0.60 0.17
C 2.1127 -0.8767 0.2774 -1.13 1.01 -0.93
H -1.0218 -1.7375 -0.1102 1.49 1.21 0.03
C -2.2369 0.3818 0.0100 -4.88 1.14 1.51
O 0.2186 2.1119 1.1567 -0.10 1.22 1.53
C 0.6451 -0.2626 0.3578 2.67 -2.13 -0.13
O 2.0627 1.9515 -0.6843 -0.54 0.10 0.30
H -2.8233 1.4230 -0.0887 1.19 -2.18 -0.11
H -1.8597 0.4091 1.0548 0.43 -0.01 -0.98
O -1.7035 -0.2443 -2.2946 -1.15 0.89 0.17
```
Positions in Å, forces in eV/Å.

Output
ΔE to the lowest compared entry with this formula, charge and spin in kJ/mol: 0.00
Charge: -2
Kohn-Sham gap in hartree: 0.2377
DFT total energy in hartree: -1211.36081
Structure (SMILES): C[C@]1([O-])C[C@@](O)(C(F)(F)F)[P@](=O)([O-])O1

No. 5
The following is a DFT calculation (ωB97M-V with the def2-TZVPD basis set) of an isolated molecule of C5H6F5I at a distorted geometry.

Structure (XYZ):
```
17
Properties=species:S:1:pos:R:3:forces:R:3
F 1.0489 -2.4817 -1.0879 -0.59 0.49 -0.40
H -0.5572 -2.1371 0.6478 -1.03 0.12 -0.06
H -0.7889 -1.3595 2.2581 0.07 0.59 -1.68
F 1.8427 -2.1025 1.5923 -0.19 0.23 0.74
C 1.8431 -1.1048 0.6956 0.49 0.37 -1.13
C -0.7519 -1.1702 1.1291 0.20 0.94 -0.03
I 3.5840 -3.4479 -0.5024 0.21 0.47 0.03
C 2.1499 -1.8337 -0.6793 0.88 0.20 0.27
C 0.4657 -0.3339 0.6997 0.11 3.11 0.41
H -0.3902 1.3775 -0.6789 -0.35 -0.94 0.85
C 0.2267 0.4653 -0.6400 1.65 -1.93 -1.53
F 2.9092 -0.2654 0.9553 -1.26 -0.83 -0.20
F 2.5598 -0.9399 -1.6202 -0.43 -0.82 0.56
H -0.1325 -0.3942 -1.2721 -0.21 1.40 -0.15
H 1.1781 0.8240 -1.1666 -1.02 -0.70 1.16
F 0.5979 0.7353 1.6413 0.32 -0.91 0.19
H -1.6310 -0.5267 0.7179 1.15 -1.80 0.96
```
Positions in Å, forces in eV/Å.

Output
ΔE to the lowest compared entry with this formula, charge and spin in kJ/mol: 25.66
Kohn-Sham gap in hartree: 0.3746
DFT total energy in hartree: -991.11253
Structure (SMILES): CC(C)(F)C(F)(F)C(F)(F)I

No. 6
The following is a DFT calculation (ωB97M-V with the def2-TZVPD basis set) of a structure of composition C5H6F6Na5O9S2 at a distorted geometry.

Structure (XYZ):
```
33
Properties=species:S:1:pos:R:3:forces:R:3
Na -4.7476 0.6727 1.8027 0.31 -0.33 0.42
O -2.6591 0.5678 -2.6476 -0.68 1.20 1.09
O -2.8223 -1.4383 -3.9300 -0.26 -0.52 0.17
S -2.0200 -0.6925 -2.9706 1.85 -0.86 -0.49
F 2.8449 -1.9520 -2.1670 0.52 0.22 1.06
O 0.6193 1.2490 4.5221 0.88 -0.28 -1.60
F -1.5521 -3.0249 -1.5946 0.00 0.43 0.01
C -2.2502 1.6710 6.1685 -0.89 0.37 1.38
H -2.1695 2.0764 7.1771 -0.58 0.36 -0.19
S 4.7389 -0.6153 -3.4458 2.97 0.86 -1.65
C -1.9632 -1.8023 -1.2737 0.45 0.09 -2.84
F -3.1757 -1.9130 -0.7524 -0.78 0.36 0.38
Na 0.5807 -0.9357 -7.1051 0.47 -0.37 0.33
O -0.9259 1.7120 5.7417 -0.91 -0.07 0.53
O 6.2088 -0.6172 -3.4277 -1.99 -0.57 0.76
H 2.2583 1.1468 3.2979 -0.06 0.03 0.68
F 4.8812 -2.7067 -1.7199 -1.20 1.13 -0.16
F 4.2855 -0.7808 -0.8483 -0.96 -1.01 -0.54
C 4.1249 -1.5948 -1.9232 1.73 0.36 -1.09
H -2.6747 0.6750 6.2939 0.25 -0.14 -0.45
H 1.2783 -0.2813 3.1598 -0.28 -0.22 0.92
C -0.6687 1.0481 4.6671 0.12 -2.34 -1.89
H -2.8386 2.2855 5.4871 -0.33 0.02 0.31
Na 1.5764 3.1822 -3.8502 0.90 -0.53 0.28
H 0.8570 1.1313 2.3710 -0.98 0.67 0.36
Na -4.2457 4.0577 -2.9187 0.03 -0.03 -0.04
O -0.6103 -0.5235 -3.3795 -1.48 -0.28 0.60
Na -6.0838 -1.8930 -5.7325 0.16 -0.26 0.08
O -1.3912 0.3077 3.9553 1.00 2.26 1.52
O 4.2541 0.7747 -3.2573 -1.30 -0.81 0.12
C 1.2282 0.7928 3.3383 1.55 -0.62 -1.72
O 4.2088 -1.3161 -4.6259 -0.82 0.43 1.12
F -1.1467 -1.2633 -0.4128 0.28 0.43 0.51
```
Positions in Å, forces in eV/Å.

Output
ΔE to the lowest compared entry with this formula, charge and spin in kJ/mol: 493.55
Charge: +3
Kohn-Sham gap in hartree: 0.0992
DFT total energy in hartree: -3077.46040

No. 7
The following is a DFT calculation (ωB97M-V with the def2-TZVPD basis set) of an isolated molecule of C5H6FI at a distorted geometry.

Structure (XYZ):
```
13
Properties=species:S:1:pos:R:3:forces:R:3
I 0.4131 0.8268 -2.8350 0.34 0.84 -0.36
H 0.5764 1.8081 0.1107 0.45 -0.97 -0.80
F -0.4808 -1.9832 -3.1959 -0.12 -0.09 -0.15
C 0.1869 1.1434 2.0782 0.53 0.71 -0.42
H 0.7835 0.5756 2.7422 0.46 -1.29 0.58
H 0.6358 2.1135 2.2312 -0.26 0.65 0.18
H -0.8304 1.1741 2.4690 -0.10 -0.14 -0.37
C 0.3961 0.8481 0.6037 -2.60 -1.93 0.25
C -0.0129 -0.5465 -1.4014 -1.48 -3.52 -1.47
C -0.4441 -1.7748 -1.8663 1.26 2.25 -0.62
C -0.0466 -0.3237 -0.0035 1.76 4.02 0.93
H -0.5071 -1.1472 0.4717 -0.09 -0.59 1.30
H -0.6700 -2.7141 -1.4046 -0.14 0.07 0.97
```
Positions in Å, forces in eV/Å.

Output
ΔE to the lowest compared entry with this formula, charge and spin in kJ/mol: 0.00
Kohn-Sham gap in hartree: 0.3264
DFT total energy in hartree: -591.60097
Structure (SMILES): C/C=C/C(I)=C/F

No. 8
The following is a DFT calculation (ωB97M-V with the def2-TZVPD basis set) of a structure of composition C5H6FN at a distorted geometry.

Structure (XYZ):
```
13
Properties=species:S:1:pos:R:3:forces:R:3
C 0.1121 0.1407 1.0645 -0.77 -1.31 -1.79
F 2.1097 -0.5093 -0.3315 -0.19 0.19 0.47
C -0.6290 -0.8617 -0.9032 -0.26 0.19 1.47
C -0.5264 -1.1410 0.3908 1.14 -0.31 1.85
C -0.0828 0.5717 -0.8468 -0.21 0.98 -1.79
H -0.6108 -1.9863 1.0584 -0.56 -0.47 -0.61
H 1.6454 1.3927 0.0674 0.90 1.14 0.65
H 0.3215 0.1341 2.0892 -0.06 0.10 1.60
N -0.7003 1.2019 0.4112 0.47 0.01 -0.91
H -0.0655 1.1236 -1.8255 -0.08 -0.18 1.16
C 1.1899 0.4466 0.0497 -0.96 -0.83 -2.04
H -1.0717 -1.4759 -1.6808 0.38 0.39 -0.07
H -1.6920 0.9629 0.4565 0.20 0.10 0.02
```
Positions in Å, forces in eV/Å.

Output
ΔE to the lowest compared entry with this formula, charge and spin in kJ/mol: 249.20
Kohn-Sham gap in hartree: 0.3763
DFT total energy in hartree: -348.63731